[1]
C37H89N4NbO4P as an isolated structure in a non-equilibrium geometry, computed with ωB97M-V with the def2-TZVPD basis set.

The geometry in ORCA input format:
```
! wB97M-V def2-TZVPD RIJCOSX def2/J DEFGRID3
* xyz -1 1
Nb -2.649 -4.142 2.114
P -6.879 -2.285 0.424
O -8.415 -2.967 0.608
O -6.562 -1.939 -1.021
O -6.890 -0.919 1.419
O 5.568 1.530 -0.857
N 10.646 -1.425 -2.415
N -6.960 5.079 -0.951
N -2.512 -2.575 5.846
N 0.129 2.648 1.259
C -0.900 -3.070 1.135
C 2.165 1.231 1.898
C -3.015 -2.285 3.455
C -8.615 0.815 1.944
C -1.808 3.359 2.669
C -0.573 -1.822 4.504
C -4.153 -3.194 0.645
C 5.135 -2.258 -1.532
C -5.635 -3.463 1.165
C 10.378 1.105 -2.626
C 1.036 1.557 0.918
C 2.808 -2.643 -0.358
C -7.018 4.075 -2.003
C 11.667 -1.077 -4.733
C -5.591 3.907 0.865
C 0.689 3.985 1.150
C 2.152 -3.703 0.640
C -6.898 4.557 0.410
C -0.347 -3.711 -0.193
C 11.727 -1.715 -3.344
C 1.615 4.467 2.269
C -5.720 3.360 -2.384
C 10.698 -0.121 -1.771
C 5.165 0.190 -0.489
C 5.216 -0.694 -1.785
C 6.711 1.966 -0.129
C -2.066 -2.235 4.683
C -9.704 -2.279 -1.419
C 0.987 -4.517 -0.011
C -6.050 6.191 -1.178
C 9.150 -3.227 -3.273
C 4.385 -2.682 -0.221
C -7.751 0.095 0.861
C -6.298 6.924 -2.489
C 9.304 -1.773 -2.855
C -8.950 -3.420 -0.645
C -0.662 2.382 2.452
H 2.386 -1.655 -0.066
H -5.641 7.794 -2.553
H -7.993 1.523 2.549
H -4.026 -2.082 0.578
H -3.495 -2.837 5.727
H -9.732 -4.193 -0.424
H -0.132 -2.880 -0.921
H -0.037 2.360 3.355
H -2.402 3.042 3.529
H -4.092 -4.958 2.924
H -8.991 -1.522 -1.822
H -0.467 -1.303 3.522
H 12.681 -1.455 -2.874
H 6.807 1.528 0.890
H -1.274 -2.042 0.863
H 11.985 -0.033 -4.712
H -4.999 5.873 -1.143
H -8.456 -0.344 0.114
H 6.119 -2.784 -1.565
H 2.924 -4.453 0.962
H 6.214 -0.491 -2.260
H 4.127 0.294 -0.090
H -5.839 2.873 -3.355
H 8.103 -3.430 -3.507
H 1.469 1.750 -0.069
H -6.087 6.296 -3.356
H 7.657 1.855 -0.722
H 4.741 -2.165 0.701
H 9.470 0.974 -3.217
H 2.606 0.264 1.640
H 4.463 -0.306 -2.508
H 11.683 0.014 -1.312
H 2.504 -2.975 -1.378
H -4.716 4.512 0.623
H -2.937 -1.374 2.803
H -5.461 2.915 0.433
H 11.782 -2.800 -3.474
H 1.815 1.161 2.929
H -1.069 -4.399 -0.700
H 5.863 -0.270 0.252
H 11.200 1.360 -3.294
H 0.751 -5.359 0.697
H 4.624 -3.767 -0.060
H -5.467 2.576 -1.671
H 8.969 -1.130 -3.681
H -6.182 6.917 -0.370
H -7.121 5.382 1.095
H 8.606 -1.605 -2.029
H 0.433 0.651 0.787
H 1.321 -4.999 -0.967
H -1.105 1.386 2.357
H -4.070 -3.672 -0.360
H 10.672 -1.125 -5.177
H -8.182 -3.923 -1.272
H 2.968 1.968 1.851
H -0.215 -1.132 5.295
H -5.943 -4.518 0.969
H -10.311 -2.680 -2.265
H -9.134 0.084 2.605
H 2.620 4.054 2.167
H -7.330 7.275 -2.554
H -0.139 4.696 1.069
H 0.004 -2.774 4.449
H -7.419 4.550 -2.905
H -5.604 3.779 1.951
H -10.413 -1.731 -0.750
H 1.212 4.077 0.192
H -9.339 1.468 1.392
H 1.239 4.220 3.262
H -7.716 3.844 0.554
H 9.999 -0.139 -0.928
H 1.869 -3.147 1.560
H 1.718 5.555 2.220
H -7.771 3.326 -1.741
H 9.732 -3.465 -4.166
H -5.637 -3.280 2.263
H -1.618 -4.921 3.407
H -4.092 -2.341 3.768
H 6.589 3.072 0.019
H 9.452 -3.901 -2.469
H 4.548 -2.683 -2.389
H -4.872 4.041 -2.463
H 10.219 1.971 -1.976
H -2.529 -5.604 1.022
H -7.107 0.834 0.325
H -2.465 3.390 1.799
H -1.452 4.371 2.878
H -0.123 -2.914 1.924
H 12.351 -1.598 -5.408
*
```

Summary:
HOMO-LUMO gap ... 6.97 eV
Total energy ... -2381.219496 hartree

Atomic partial charges in e from the Mulliken method, atoms 1 to 2: Nb -1.16; P 0.79



[2]
One molecule with the formula C9H17N3OS2 in a non-equilibrium geometry, computed with ωB97M-V with the def2-TZVPD basis set.

The geometry in ORCA input format:
```
! wB97M-V def2-TZVPD RIJCOSX def2/J DEFGRID3
* xyz 0 1
S 1.995 -1.792 -0.203
S 1.695 1.089 -0.681
O -1.592 2.785 1.551
N -1.495 1.586 1.660
N -0.144 1.183 1.616
N -0.362 -0.842 -1.049
C 0.945 1.861 0.844
C -1.580 -3.027 -1.687
C 2.011 2.015 1.880
C 1.776 0.966 2.995
C -1.123 0.098 -1.817
C 0.984 -0.626 -0.617
C 0.432 0.270 2.568
C -1.132 -1.962 -0.552
C -0.481 0.161 -3.242
H 2.709 0.368 3.032
H -2.202 -3.689 -1.110
H -2.168 -2.607 -2.558
H 0.695 -0.667 2.103
H -2.193 -0.294 -2.028
H -0.729 1.088 -3.824
H 3.049 1.868 1.538
H -1.368 1.045 -1.417
H -0.449 -2.506 0.026
H 1.652 1.585 3.930
H -2.018 -1.610 -0.045
H -0.168 0.060 3.401
H 0.563 -0.082 -3.120
H 1.767 3.091 2.193
H 0.511 2.844 0.542
H -0.861 -0.681 -3.894
H -0.718 -3.580 -2.033
*
```

Summary:
HOMO-LUMO gap ... 8.31 eV
Total energy ... -1388.846429 hartree
SMILES ... CCN(CC)C(=S)S[C@@H]1CCCN1N=O
ΔE to the lowest compared entry with this formula, charge and spin ... 199.2 kJ/mol

Atomic partial charges in e from the natural (NBO) method, atoms 1 to 2: S -0.03; S 0.19



[3]
A 14-piece molecular cluster, C4H34NO16 overall in a non-equilibrium geometry, computed with ωB97M-V with the def2-TZVPD basis set.

The geometry in ORCA input format:
```
! wB97M-V def2-TZVPD RIJCOSX def2/J DEFGRID3
* xyz 2 2
O -2.005 -0.547 -1.777
O -3.862 -0.306 1.786
O -0.148 1.286 -2.919
O -2.112 3.142 2.837
O 5.072 -0.800 1.508
O 0.657 -1.648 -0.334
O 0.294 -2.409 3.231
O 1.426 -3.638 -1.885
O -2.042 -1.307 2.504
O -0.124 3.808 -1.661
O 2.357 2.233 0.379
O -2.816 0.837 -3.919
O 1.337 1.844 3.226
O 1.234 -1.424 -3.967
O 5.007 1.923 0.581
O -1.349 -4.011 -0.827
N 0.258 1.088 -0.407
C -0.369 -1.159 0.102
C -0.468 0.256 0.590
C -1.908 0.646 0.951
C -2.504 -0.404 1.875
H -2.497 0.616 -0.011
H -0.012 1.300 -3.896
H 0.968 -1.849 -3.159
H -2.999 0.779 -4.895
H -2.946 3.033 2.357
H -4.398 -0.897 2.318
H 1.032 0.980 2.978
H 0.138 2.139 -0.496
H -0.882 0.657 -2.828
H -0.487 -4.395 -1.200
H -0.650 -2.503 3.252
H -3.386 1.637 -3.769
H 0.691 2.386 3.692
H -0.531 3.294 -2.352
H -1.644 -4.756 -0.291
H 0.987 -2.080 -4.626
H 5.583 1.574 1.248
H 2.093 -3.151 -1.371
H 3.297 2.203 0.166
H -2.901 -0.380 -2.139
H 0.689 -3.059 3.838
H 4.840 -0.253 2.308
H -1.946 1.693 1.241
H 4.282 -1.241 1.220
H -1.771 -1.472 -1.792
H 0.764 4.110 -1.877
H 1.997 -3.888 -2.640
H 1.250 0.952 -0.182
H 1.888 2.291 1.179
H -1.765 3.969 2.474
H 0.211 0.850 -1.439
H 5.529 2.042 -0.209
H -1.315 -1.696 0.226
H 0.083 0.435 1.531
*
```

Summary:
HOMO-LUMO gap (spin up / spin down) ... 7.30 / 3.51 eV
Total energy ... -1430.686359 hartree

Atomic partial charges in e from the natural (NBO) method, atoms 1 to 2: O -1.00; O -0.68



[4]
One molecule with the formula C2H7N3S in a non-equilibrium geometry, computed with ωB97M-V with the def2-TZVPD basis set.

The geometry in ORCA input format:
```
! wB97M-V def2-TZVPD RIJCOSX def2/J DEFGRID3
* xyz 0 1
S -2.443 -0.263 -0.043
N 1.825 -0.133 -0.581
N -0.737 -0.195 -0.145
N 1.167 1.119 0.034
C 2.631 -0.804 0.391
C -0.073 0.979 0.238
H -0.196 -0.731 -0.762
H 3.749 -1.191 -0.187
H 2.901 0.089 1.209
H -0.636 1.764 0.790
H 2.116 -1.752 0.824
H -2.395 -0.958 1.088
H 2.421 0.405 -1.215
*
```

Summary:
HOMO-LUMO gap ... 9.74 eV
Total energy ... -642.745971 hartree
SMILES ... CN/N=C\NS
ΔE to the lowest compared entry with this formula, charge and spin ... 280.1 kJ/mol

Atomic partial charges in e from the natural (NBO) method, atoms 1 to 2: S 0.19; N -0.55